[1]
One molecule with the formula C16H18N2O4 in a non-equilibrium geometry. Source: OMol25; level of theory: the ωB97M-V functional and the def2-TZVPD basis.

The molar mass comes out at 302.330 g mol⁻¹. The total energy comes out at -28054.016 eV. Its relative energy (zero: lowest compared OMol25 entry of this formula, charge and spin) is 41.1 kcal per mole. As for the SMILES: CCOC(=O)c1nc(-c2ccccc2)oc1N1CCOCC1.

XYZ file:
```
40
Properties=species:S:1:pos:R:3:nbo_charge:R:1
C -3.294 -3.271 1.308 -0.634
C -3.395 -2.481 0.012 -0.076
H -4.324 -1.906 -0.031 0.182
H -3.332 -3.158 -0.846 0.203
O -2.354 -1.509 -0.091 -0.537
C -1.159 -1.956 -0.556 0.776
O -0.975 -3.099 -0.886 -0.579
C -0.137 -0.913 -0.558 -0.171
C -0.148 0.481 -0.594 0.525
N -1.054 1.441 -0.890 -0.418
C -2.447 1.185 -1.177 -0.242
H -2.582 0.158 -1.501 0.238
C -3.295 1.484 0.065 -0.084
H -4.359 1.404 -0.163 0.197
O -3.089 2.808 0.508 -0.522
C -1.732 3.047 0.805 -0.080
H -1.668 4.087 1.126 0.199
C -0.846 2.800 -0.424 -0.246
H 0.203 2.955 -0.179 0.230
H -1.138 3.484 -1.227 0.203
H -1.405 2.389 1.626 0.166
H -3.034 0.769 0.857 0.178
H -2.741 1.864 -1.985 0.200
O 1.128 0.901 -0.437 -0.434
C 1.882 -0.242 -0.323 0.430
N 1.167 -1.312 -0.402 -0.387
C 3.308 -0.159 -0.122 -0.033
C 4.050 -1.337 -0.015 -0.196
C 5.416 -1.274 0.175 -0.206
C 6.054 -0.046 0.262 -0.207
C 5.320 1.125 0.155 -0.209
C 3.953 1.074 -0.036 -0.216
H 3.377 1.984 -0.122 0.218
H 5.818 2.082 0.221 0.214
H 7.122 0.000 0.411 0.214
H 5.989 -2.185 0.257 0.216
H 3.531 -2.279 -0.087 0.239
H -2.365 -3.835 1.323 0.228
H -3.315 -2.599 2.163 0.208
H -4.129 -3.963 1.380 0.215
```

---

[2]
C16H18N2S2V as an isolated structure. Source: OMol25; level of theory: the ωB97M-V functional and the def2-TZVPD basis.

The molar mass comes out at 353.412 g mol⁻¹. The charge is +1. The total energy comes out at -67217.442 eV. As for the spin multiplicity: 3.

XYZ file:
```
39
Properties=species:S:1:pos:R:3:mulliken_spin:R:1
V -0.886 -0.887 -0.003 2.199
C 1.555 -1.331 -1.367 0.015
N 0.511 -0.263 -1.308 -0.078
C 1.030 1.041 -0.763 0.016
C 1.045 1.024 0.765 0.016
N -0.262 0.506 1.307 -0.078
C -1.329 1.552 1.362 0.015
C -0.071 -0.151 2.621 0.001
C 0.372 0.604 3.696 -0.002
C 0.603 0.000 4.919 0.002
C 0.400 -1.367 5.054 0.000
C -0.018 -2.123 3.971 0.008
C -0.252 -1.530 2.731 -0.007
S -0.740 -2.597 1.366 -0.070
C -0.149 -0.068 -2.621 0.000
C 0.605 0.378 -3.695 -0.002
C 0.002 0.612 -4.917 0.002
C -1.366 0.409 -5.051 0.000
C -2.122 -0.012 -3.970 0.008
C -1.529 -0.250 -2.731 -0.007
S -2.599 -0.744 -1.370 -0.070
H 2.344 -1.068 -2.071 0.006
H 1.087 -2.256 -1.693 0.018
H 1.989 -1.490 -0.381 -0.002
H 0.374 1.824 -1.137 -0.009
H 2.034 1.245 -1.137 0.002
H 1.249 2.027 1.142 0.002
H 1.825 0.365 1.140 -0.009
H -1.066 2.342 2.066 0.006
H -2.255 1.086 1.687 0.018
H -1.484 1.986 0.376 -0.002
H 0.526 1.671 3.586 0.001
H 0.939 0.593 5.759 0.000
H 0.576 -1.850 6.006 0.000
H -0.163 -3.191 4.072 0.001
H 1.673 0.532 -3.584 0.001
H 0.595 0.951 -5.755 0.000
H -1.850 0.589 -6.003 0.000
H -3.190 -0.157 -4.071 0.001
```

---

[3]
C16H18N3O7PtS2 as an isolated structure. Source: OMol25; level of theory: the ωB97M-V functional and the def2-TZVPD basis.

The molar mass comes out at 623.546 g mol⁻¹. The charge is +1. The total energy comes out at -60597.412 eV.

XYZ file:
```
47
Properties=species:S:1:pos:R:3:nbo_charge:R:1
Pt 0.928 0.144 -0.522 1.628
O 2.844 -0.471 -1.154 -0.676
C 3.652 0.714 -1.405 -0.101
C 2.761 1.721 -2.080 -0.265
N 1.545 1.929 -1.249 -0.373
C 0.411 2.336 -2.132 -0.353
C -0.083 1.102 -2.923 0.751
O -0.574 1.224 -4.005 -0.528
O 0.076 -0.074 -2.309 -0.701
C 1.784 2.758 -0.032 -0.360
C 2.325 1.892 1.126 0.749
O 3.072 2.348 1.939 -0.532
O 1.876 0.639 1.153 -0.681
H 2.833 -1.046 -1.935 0.531
H 4.029 1.030 -0.435 0.236
H 4.504 0.472 -2.039 0.234
H 3.258 2.674 -2.271 0.249
H 2.425 1.314 -3.036 0.235
H -0.406 2.695 -1.506 0.261
H 0.711 3.123 -2.822 0.246
H 2.462 3.584 -0.239 0.245
H 0.822 3.156 0.290 0.260
O -3.111 -1.591 2.667 -0.650
C -3.264 -0.262 2.561 0.373
C -4.308 0.314 3.287 -0.268
C -4.530 1.671 3.240 -0.135
C -3.718 2.505 2.467 -0.252
C -2.692 1.950 1.744 -0.146
C -2.445 0.566 1.773 -0.196
C -1.350 0.022 0.986 0.588
O -0.666 0.896 0.239 -0.617
N -1.057 -1.240 0.991 -0.432
N 0.057 -1.524 0.204 -0.358
C 0.250 -2.764 -0.107 -0.047
S -0.892 -3.974 0.365 0.411
C 0.137 -5.367 -0.184 -0.541
C 0.929 -4.922 -1.396 -0.514
S 1.644 -3.304 -0.990 0.311
H -2.339 -1.870 2.145 0.507
H -4.927 -0.342 3.884 0.239
H -5.344 2.094 3.813 0.228
H -3.896 3.570 2.439 0.227
H -2.052 2.575 1.138 0.213
H -0.536 -6.187 -0.429 0.262
H 0.788 -5.665 0.636 0.241
H 0.304 -4.817 -2.280 0.243
H 1.757 -5.597 -1.607 0.259
```

---

[4]
A 2-piece molecular cluster, C16H18N4O3 overall in a non-equilibrium geometry. Source: OMol25; level of theory: the ωB97M-V functional and the def2-TZVPD basis.

The molar mass comes out at 314.345 g mol⁻¹. The total energy comes out at -28985.444 eV. Its relative energy (zero: lowest compared OMol25 entry of this formula, charge and spin) is 73.5 kcal per mole.

XYZ file:
```
41
Properties=species:S:1:pos:R:3:nbo_charge:R:1
C 4.045 -0.127 2.204 -0.275
O 2.697 0.265 2.110 -0.399
C 1.844 -0.787 2.167 0.484
C 0.454 -0.622 2.157 -0.162
C -0.454 -1.708 2.187 -0.069
C -1.809 -1.479 2.163 -0.244
C -2.324 -0.181 2.124 0.122
C -3.794 0.058 2.107 -0.652
C -1.431 0.891 2.100 -0.230
C -0.078 0.681 2.113 -0.074
H 4.671 0.766 2.219 0.223
H 4.198 -0.683 3.129 0.228
H 4.313 -0.744 1.344 0.185
H 2.263 -1.781 2.224 0.200
H -0.075 -2.714 2.232 0.227
H -2.493 -2.310 2.171 0.229
H -4.024 1.124 2.098 0.227
H -4.248 -0.384 1.220 0.239
H -4.274 -0.374 2.985 0.246
H -1.815 1.896 2.062 0.227
H 0.609 1.510 2.083 0.241
C -0.157 -2.041 8.636 -0.414
N 0.796 -1.057 8.190 -0.462
C 1.393 -0.216 9.145 0.792
O 1.115 -0.325 10.326 -0.659
N 2.311 0.755 8.714 -0.418
C 2.931 1.607 9.704 -0.403
C 2.573 0.897 7.362 0.305
C 1.955 0.063 6.410 -0.133
C 1.039 -0.979 6.813 0.662
O 0.506 -1.744 6.028 -0.679
N 2.393 0.419 5.198 -0.562
C 3.245 1.428 5.422 0.123
N 3.387 1.750 6.702 -0.565
H -0.560 -2.569 7.772 0.239
H 0.333 -2.750 9.300 0.204
H -0.964 -1.541 9.167 0.204
H 3.592 2.328 9.228 0.231
H 2.152 2.132 10.254 0.204
H 3.500 0.994 10.400 0.203
H 3.777 1.934 4.624 0.155
```

---

[5]
One molecule with the formula C16H18N4O4S in a non-equilibrium geometry. Source: OMol25; level of theory: the ωB97M-V functional and the def2-TZVPD basis.

The molar mass comes out at 362.411 g mol⁻¹. The total energy comes out at -41866.187 eV. Its relative energy (zero: lowest compared OMol25 entry of this formula, charge and spin) is 119.4 kcal per mole. As for the SMILES: CC(C)c1ccc(OCC(=O)NNC(=S)NC(=O)c2cnco2)cc1.

XYZ file:
```
43
Properties=species:S:1:pos:R:3:nbo_charge:R:1
O -1.089 3.474 0.674 -0.579
O 3.009 3.613 -2.089 -0.595
S -1.583 4.589 -3.721 -0.160
N -4.904 2.608 2.268 -0.458
O -4.721 3.140 0.201 -0.402
O 2.143 0.401 -1.592 -0.504
C -2.103 3.428 0.030 0.677
C 2.335 2.847 -1.380 0.633
C -1.133 4.072 -2.210 0.253
C -5.597 2.839 1.167 0.325
C -3.518 2.847 2.000 -0.032
C -3.446 3.135 0.670 0.092
C 2.843 -1.194 0.114 -0.242
C 0.903 -1.522 -1.136 -0.240
C 2.600 -2.383 0.778 -0.201
C 0.581 -2.686 -0.441 -0.203
C 1.968 -0.764 -0.814 0.258
C 1.404 -3.153 0.503 -0.024
N -2.111 3.875 -1.278 -0.629
N 0.994 3.107 -1.082 -0.468
N 0.274 4.059 -1.929 -0.430
C 2.980 1.456 -1.128 -0.135
C 1.117 -5.653 0.560 -0.599
C -0.319 -4.194 2.027 -0.595
C 1.073 -4.366 1.333 -0.221
H -6.619 2.561 1.030 0.222
H -2.699 2.695 2.757 0.253
H 3.709 -0.615 0.382 0.215
H 0.381 -1.272 -2.067 0.227
H 3.315 -2.994 1.461 0.217
H -0.291 -3.279 -0.710 0.210
H -3.006 3.986 -1.681 0.429
H 0.441 2.696 -0.340 0.434
H 0.781 4.292 -2.805 0.442
H 4.020 1.354 -1.468 0.218
H 2.991 1.462 -0.075 0.181
H 0.595 -5.481 -0.372 0.205
H 2.153 -5.821 0.493 0.214
H 0.618 -6.438 1.152 0.208
H -0.398 -3.326 2.650 0.209
H -1.016 -4.039 1.271 0.197
H -0.546 -5.007 2.684 0.207
H 1.870 -4.346 2.111 0.193
```

---

[6]
C16H19BCaN6Se as an isolated structure in a non-equilibrium geometry. Source: OMol25; level of theory: the ωB97M-V functional and the def2-TZVPD basis.

The molar mass comes out at 425.220 g mol⁻¹. The charge is +2. The total energy comes out at -110285.236 eV.

XYZ file:
```
44
Properties=species:S:1:pos:R:3:nbo_charge:R:1
C 0.185 3.301 -0.432 -0.039
N 0.370 2.069 -0.925 -0.572
N 0.508 2.063 -2.284 -0.283
C 0.436 3.341 -2.682 0.051
C 0.220 4.143 -1.544 -0.313
B 0.721 0.684 -3.113 0.550
N 1.870 -0.235 -2.554 -0.331
N 1.976 -0.525 -1.212 -0.493
C 3.062 -1.314 -1.054 -0.031
C 3.681 -1.503 -2.300 -0.326
C 2.899 -0.805 -3.228 0.034
Ca 0.274 0.375 0.126 1.718
N -0.611 -0.130 -3.164 -0.350
N -1.206 -0.621 -2.026 -0.431
C -2.348 -1.227 -2.437 -0.031
C -2.487 -1.104 -3.835 -0.334
C -1.360 -0.414 -4.254 0.025
H -3.062 -1.721 -1.770 0.218
H -1.017 -0.084 -5.229 0.243
H -3.285 -1.449 -4.480 0.254
H 0.999 1.034 -4.225 -0.016
H 2.978 -0.646 -4.295 0.247
H 0.551 3.492 -3.733 0.250
H 4.566 -2.068 -2.504 0.254
H 0.097 5.182 -1.482 0.250
H 3.350 -1.693 -0.063 0.213
H 0.018 3.392 0.678 0.204
H -0.292 -1.475 0.113 0.222
C 0.257 -1.688 1.072 -0.874
H 1.038 -2.337 0.777 0.293
H 0.819 -0.884 1.536 0.134
H -0.527 -1.841 1.772 0.236
Se -1.617 1.124 2.130 0.494
C -1.376 0.173 3.708 -0.188
C -2.506 -0.153 4.499 -0.125
C -2.334 -0.782 5.726 -0.199
C -1.053 -1.135 6.184 0.062
C 0.063 -0.832 5.386 -0.180
C -0.087 -0.186 4.164 -0.169
H -3.496 0.133 4.155 0.269
H -3.201 -0.999 6.345 0.277
H -0.922 -1.630 7.154 0.273
H 1.060 -1.095 5.727 0.272
H 0.790 0.071 3.575 0.241
```